# 1
Here is a 2-piece molecular cluster, C2H8N2 overall in a non-equilibrium geometry from the Open Molecules 2025 dataset. Energies are from ωB97M-V/def2-TZVPD.

Last column: Löwdin charge in e.
CARTESIAN COORDINATES (ANGSTROEM)
C -2.26849 1.24289 0.97840  -0.14
N -3.56943 0.51177 1.42856  -0.06
H -2.14601 1.16948 -0.15222  0.08
H -1.47642 0.49395 1.36655  0.09
H -2.14942 2.20192 1.32797  0.01
H -4.28716 0.66796 0.86155  -0.04
H -3.74541 0.64404 2.42983  0.05
C 3.91507 -1.02793 -1.81033  -0.55
N 4.24832 -2.25229 -1.60844  -0.26
H 4.78070 -0.37368 -2.29979  -0.04
H 3.05832 -0.41668 -1.53080  -0.09
H 3.63992 -2.86142 -0.99127  -0.06

Forces on atoms 1 to 6 (eV/Å):
-0.482 -5.684 -0.832
5.434 0.229 2.440
-0.490 0.290 1.485
-0.785 1.797 -0.510
0.242 2.185 0.809
-3.791 1.076 -2.467

The energy relative to the best compared isomer or geometry (same formula, charge and spin) is 212.2 kJ/mol. As for the spin multiplicity: 2. The value obtained for the maximum force is 5.96 eV Å⁻¹. As for the charge: -1.

***

# 2
Here is a 2-piece molecular cluster, C2H8N2O overall from the Open Molecules 2025 dataset. Energies are from ωB97M-V/def2-TZVPD.

Last column: Löwdin charge in e.
CARTESIAN COORDINATES (ANGSTROEM)
C -0.71080 -0.19618 0.37710  -0.14
C 0.45516 -0.50297 -0.38650  -0.31
N -1.90693 0.04727 -0.15991  0.13
N 1.41579 -1.34690 0.28440  0.00
O 0.33729 1.91089 0.23853  -0.36
H 0.71552 2.74402 0.54403  -0.04
H -0.63467 -0.17367 1.45412  0.13
H -2.56350 0.59931 0.36969  0.12
H -1.95572 0.17582 -1.16057  0.12
H 1.44474 -2.29274 -0.07360  0.06
H 2.35216 -0.96836 0.24960  0.07
H 0.25503 -0.72913 -1.43979  0.12
H 0.79594 0.73265 -0.29710  0.09

Forces on atoms 1 to 6 (eV/Å):
-0.113 -0.191 -0.660
-0.436 -0.375 0.035
0.496 0.184 0.210
0.260 0.047 0.163
0.154 -0.197 -0.079
0.107 -0.161 -0.160

The energy relative to the best compared isomer or geometry (same formula, charge and spin) is 337.3 kJ/mol. The value obtained for the maximum force is 0.83 eV Å⁻¹.

***

# 3
Here is a 2-piece molecular cluster, C2H8N2O overall from the Open Molecules 2025 dataset. Energies are from ωB97M-V/def2-TZVPD.

Last column: Löwdin charge in e.
CARTESIAN COORDINATES (ANGSTROEM)
C -2.14140 0.15000 0.78898  -0.10
N -0.89148 -0.16421 0.15462  -0.05
C -0.33434 0.55553 -0.83429  -0.32
N 0.82743 0.30029 -1.31447  0.04
H -2.45113 1.19009 0.62962  0.08
H -2.05290 -0.00377 1.86584  0.09
H -2.95095 -0.49100 0.45085  0.07
H -0.24920 -0.76142 0.65652  0.12
H -0.92881 1.39516 -1.19946  0.13
H 1.10529 1.03945 -1.94433  0.04
H 1.76479 -0.35858 0.21923  -0.04
H 3.10082 -0.40774 0.99827  0.03
O 2.23436 -0.82628 0.93705  -0.10

Forces on atoms 1 to 6 (eV/Å):
-0.416 0.151 0.392
0.319 -0.071 0.134
0.298 0.342 -0.414
-0.136 0.135 0.562
0.238 -0.171 -0.071
0.037 0.101 -0.045

As for the structure (SMILES): [H]/N=C/NC.O. The energy relative to the best compared isomer or geometry (same formula, charge and spin) is 102.0 kJ/mol. The value obtained for the maximum force is 0.61 eV Å⁻¹.

***

# 4
Here is a 2-piece molecular cluster, C2H8N2O overall in a non-equilibrium geometry from the Open Molecules 2025 dataset. Energies are from ωB97M-V/def2-TZVPD.

Last column: Löwdin charge in e.
CARTESIAN COORDINATES (ANGSTROEM)
C -1.33992 0.84168 -1.73087  -0.10
C 0.39374 1.53642 1.31322  0.00
N 0.90866 -1.71104 1.21969  0.02
N -0.09438 1.28669 -0.98594  -0.07
O -0.33967 1.44948 0.24006  -0.19
H -1.17273 0.83716 -2.78791  0.04
H -1.36856 -0.31105 -1.39996  0.11
H -2.32320 1.43262 -1.56010  0.09
H 1.66589 -1.07522 0.97790  0.00
H 1.42544 1.35669 1.22333  0.06
H -0.19836 1.77239 2.15408  0.06
H 0.10934 -1.25034 0.81392  -0.02
H 0.74750 -1.57490 2.20810  0.01

Forces on atoms 1 to 6 (eV/Å):
-0.206 -1.413 2.586
-0.296 -0.035 -1.764
0.106 0.318 -0.059
0.998 -0.448 -3.191
-3.011 0.320 2.468
0.597 0.203 -0.455

The energy relative to the best compared isomer or geometry (same formula, charge and spin) is 594.4 kJ/mol. The value obtained for the maximum force is 3.91 eV Å⁻¹.

***

# 5
Here is C2H8N2O as an isolated structure in a non-equilibrium geometry from the Open Molecules 2025 dataset. Energies are from ωB97M-V/def2-TZVPD.

Last column: Löwdin charge in e.
CARTESIAN COORDINATES (ANGSTROEM)
C 1.14813 -0.65261 0.43725  -0.08
C 0.58022 0.71483 0.21954  -0.41
N 1.11060 1.73474 -0.28144  0.08
H 2.09949 1.61784 -0.49814  0.06
H -0.27751 0.99065 1.29250  0.13
H 1.52787 -1.04834 -0.50560  0.08
H 0.41349 -1.37316 0.79425  0.07
H 1.94726 -0.61868 1.17981  0.08
N -1.61418 -0.80388 -0.93119  -0.01
O -1.34047 0.49778 -0.40035  -0.29
H -1.20065 0.83142 0.72138  0.14
H -2.22784 -1.26200 -0.25937  0.07
H -2.16641 -0.62860 -1.76865  0.07

Forces on atoms 1 to 6 (eV/Å):
-0.463 -0.527 -0.208
0.342 1.552 2.329
-0.256 -0.208 0.685
-0.273 -0.311 -0.607
1.615 -0.054 -0.967
0.097 0.104 0.039

The energy relative to the best compared isomer or geometry (same formula, charge and spin) is 648.4 kJ/mol. The value obtained for the maximum force is 3.24 eV Å⁻¹.

***

# 6
Here is a 2-piece molecular cluster, C2H8N2O overall in a non-equilibrium geometry from the Open Molecules 2025 dataset. Energies are from ωB97M-V/def2-TZVPD.

Last column: Löwdin charge in e.
CARTESIAN COORDINATES (ANGSTROEM)
C -1.19224 0.99669 -1.09187  -0.18
N -1.30513 -0.29947 -0.36419  -0.08
H -2.08540 1.04994 -1.72262  0.06
H -1.19567 1.89338 -0.47169  0.07
H -0.39687 0.97320 -1.83660  0.07
H -1.80564 -0.87283 -1.02592  0.06
H -1.84330 -0.18709 0.48344  0.07
C 1.96337 -1.13943 0.92969  -0.41
N 1.46045 0.18588 0.93036  0.08
O 2.60139 -1.56508 1.85167  0.02
H 1.84723 -1.60402 -0.08826  0.13
H 0.53621 0.14327 0.48937  0.02
H 1.41562 0.42557 1.91663  0.09

Forces on atoms 1 to 6 (eV/Å):
-1.304 -0.497 -0.750
0.771 0.879 -0.349
-0.112 0.587 0.028
0.413 -0.284 0.098
0.480 0.107 0.543
-0.100 -0.587 0.499

As for the structure (SMILES): NC=O.CN. The energy relative to the best compared isomer or geometry (same formula, charge and spin) is 121.6 kJ/mol. The value obtained for the maximum force is 2.15 eV Å⁻¹.

***

# 7
Here is a 2-piece molecular cluster, C2H8N2O overall in a non-equilibrium geometry from the Open Molecules 2025 dataset. Energies are from ωB97M-V/def2-TZVPD.

Last column: Löwdin charge in e.
CARTESIAN COORDINATES (ANGSTROEM)
C 0.14751 -0.08401 -0.68815  -0.21
C 1.38023 -0.04368 -0.15769  -0.23
N 2.13498 1.15581 -0.31313  -0.01
N -0.71413 -1.10490 -0.27463  0.00
H -0.05135 0.43229 -1.61833  0.11
H 1.87077 -0.91385 0.27300  0.10
H 2.01426 1.74790 0.50372  0.07
H 3.11878 0.94069 -0.17386  0.06
H -0.61779 -1.53125 0.63136  0.09
H -1.14974 -1.81962 -0.83198  0.09
H -2.70686 1.10015 1.18270  0.03
H -2.43536 -0.06605 0.36376  -0.02
O -2.99128 0.18652 1.10322  -0.07

Forces on atoms 1 to 6 (eV/Å):
1.288 -2.003 -0.101
-0.258 0.777 -0.578
1.015 -0.021 0.607
-1.231 -0.642 0.389
-0.591 0.658 0.483
-0.442 0.093 0.564

As for the structure (SMILES): N/C=C/N.O. The energy relative to the best compared isomer or geometry (same formula, charge and spin) is 212.4 kJ/mol. The value obtained for the maximum force is 2.38 eV Å⁻¹.

***

# 8
Here is a 2-piece molecular cluster, C2H8N2O overall in a non-equilibrium geometry from the Open Molecules 2025 dataset. Energies are from ωB97M-V/def2-TZVPD.

Last column: Löwdin charge in e.
CARTESIAN COORDINATES (ANGSTROEM)
C -1.03815 0.36768 -0.00763  -0.23
C -0.40913 -0.50790 -0.78685  -0.22
N -0.00011 -1.73111 -0.13249  -0.02
N -1.41849 1.70217 -0.34015  0.02
H -1.23265 0.16867 1.04082  0.11
H -0.37583 -0.49945 -1.86908  0.10
H 0.88903 -2.02730 -0.52781  0.06
H -0.63159 -2.51654 -0.26203  0.06
H -0.97204 2.24648 0.38357  0.07
H -0.92402 1.99568 -1.17286  0.07
H 2.73396 -0.00051 0.91192  0.03
H 1.26827 0.18567 1.46032  0.00
O 2.11074 0.61646 1.30228  -0.06

Forces on atoms 1 to 6 (eV/Å):
0.340 1.146 -0.510
-1.047 -1.128 0.935
0.472 -0.296 -0.271
0.447 -0.591 -0.006
0.260 -0.361 -0.045
0.300 0.644 -0.073

As for the structure (SMILES): N/C=C/N.O. The energy relative to the best compared isomer or geometry (same formula, charge and spin) is 184.4 kJ/mol. The value obtained for the maximum force is 1.80 eV Å⁻¹.

***

# 9
Here is a 2-piece molecular cluster, C2H8N2O overall in a non-equilibrium geometry from the Open Molecules 2025 dataset. Energies are from ωB97M-V/def2-TZVPD.

Last column: Löwdin charge in e.
CARTESIAN COORDINATES (ANGSTROEM)
O 3.45467 1.12193 0.58377  0.04
C 2.52826 0.41033 0.81876  -0.17
H 2.44985 -0.59706 0.36485  0.07
H 1.72845 0.75819 1.49418  0.08
N -1.21846 1.03814 -0.33063  0.23
C -1.48900 -0.32648 0.09519  -0.26
N -0.72133 -1.33710 -0.60908  0.21
H -1.92980 1.48676 -0.88895  0.13
H -0.32216 1.24409 -0.78792  0.13
H -2.52228 -0.61449 -0.11234  0.16
H -1.25677 -0.33835 1.15701  0.14
H 0.16583 -1.48597 -0.16420  0.10
H -0.86725 -1.36001 -1.62064  0.14

Forces on atoms 1 to 6 (eV/Å):
0.205 0.059 -0.165
0.089 0.206 0.016
-0.047 -0.095 0.064
-0.220 -0.180 0.121
0.426 -0.516 -1.710
-0.003 -0.899 0.294

The energy relative to the best compared isomer or geometry (same formula, charge and spin) is 270.6 kJ/mol. As for the spin multiplicity: 2. The value obtained for the maximum force is 2.43 eV Å⁻¹. As for the charge: +1.

***

# 10
Here is a 2-piece molecular cluster, C2H8N2O overall in a non-equilibrium geometry from the Open Molecules 2025 dataset. Energies are from ωB97M-V/def2-TZVPD.

Last column: Löwdin charge in e.
CARTESIAN COORDINATES (ANGSTROEM)
C -0.05625 1.53374 -0.58515  -0.07
C 0.32998 2.20958 0.55649  -0.09
N 1.50912 2.28792 1.14952  0.19
N -1.36090 1.58262 -0.94797  0.15
H 0.54382 1.14815 -1.38227  0.14
H -0.43546 2.72524 1.12717  0.15
H 1.54673 2.64820 2.09043  0.14
H 2.41151 2.17972 0.71726  0.14
H -2.06523 1.27644 -0.28497  0.14
H -1.55856 1.20998 -1.86161  0.12
H 0.17879 -6.57391 0.32409  0.03
H -0.99859 -6.21237 -0.47066  0.04
O -0.04494 -6.01530 -0.43235  -0.08

Forces on atoms 1 to 6 (eV/Å):
-0.927 0.845 -0.980
0.072 -0.033 1.125
0.264 0.206 -0.068
0.104 -1.027 0.275
1.014 -0.027 0.103
-0.314 -0.358 -0.069

The energy relative to the best compared isomer or geometry (same formula, charge and spin) is 17.1 kJ/mol. As for the spin multiplicity: 2. The value obtained for the maximum force is 1.59 eV Å⁻¹. As for the charge: +1.